(1)
ORCA calculation (ωB97M-V with the def2-TZVPD basis set) on a molecular structure, C29H30BrCrIN4O2S5 at a distorted geometry.

The geometry in XYZ format:
```
73
Properties=species:S:1:pos:R:3:lowdin_spin:R:1
Cr 0.23 -0.58 1.33 0.657
S -0.14 -0.76 3.57 0.079
C 0.93 0.43 4.23 0.030
C 1.26 0.43 5.60 0.000
C 2.08 1.40 6.12 0.020
C 2.60 2.41 5.29 0.009
C 2.29 2.45 3.96 0.009
C 1.45 1.46 3.40 0.026
S 1.02 1.53 1.74 0.136
H 0.86 -0.35 6.23 -0.001
H 2.33 1.38 7.17 0.001
H 3.25 3.17 5.71 0.000
H 2.68 3.23 3.32 0.000
C -3.69 1.31 2.32 0.001
C -3.43 -0.18 2.10 -0.001
S -2.27 -0.67 0.81 0.000
C -2.90 0.03 -0.74 0.002
C -2.81 1.54 -0.99 0.000
S -1.15 2.21 -0.74 0.005
C -1.45 3.72 0.23 0.002
C -2.43 3.66 1.40 0.000
S -2.20 2.31 2.59 0.004
H -4.32 1.39 3.20 0.000
H -4.25 1.73 1.49 0.000
H -4.37 -0.69 1.90 0.000
H -2.99 -0.62 2.99 0.001
H -3.94 -0.29 -0.82 0.000
H -2.35 -0.51 -1.51 0.000
H -3.50 2.08 -0.35 0.000
H -3.12 1.72 -2.02 0.000
H -1.76 4.52 -0.44 0.000
H -0.45 3.97 0.59 0.001
H -3.46 3.63 1.05 0.000
H -2.32 4.59 1.95 0.000
C -0.24 -3.81 1.79 0.001
O -0.06 -2.74 0.85 0.002
C -0.13 -3.06 -0.48 0.000
C -0.44 -4.31 -0.97 0.000
C -0.52 -4.49 -2.35 0.000
Br -0.94 -6.21 -3.02 0.000
C -0.30 -3.46 -3.23 0.000
C 0.02 -2.19 -2.73 0.000
C 0.11 -2.00 -1.35 0.000
O 0.42 -0.79 -0.82 0.004
C 0.25 -1.03 -3.59 0.000
N 0.52 0.15 -3.08 0.000
C 0.65 1.02 -4.16 0.000
C 0.92 2.39 -4.19 0.000
C 0.99 2.98 -5.43 0.000
C 0.79 2.25 -6.62 0.000
C 0.53 0.90 -6.59 0.000
C 0.46 0.30 -5.34 0.000
N 0.21 -1.01 -4.94 0.000
H 0.52 -4.58 1.64 0.000
H -1.24 -4.23 1.69 0.000
H -0.13 -3.36 2.78 0.001
H -0.63 -5.15 -0.32 0.000
H -0.38 -3.63 -4.29 0.000
H 0.43 -0.10 -1.59 0.000
H 1.06 2.94 -3.28 0.000
H 1.19 4.04 -5.50 0.000
H 0.86 2.76 -7.57 0.000
H 0.38 0.33 -7.51 0.000
H 0.04 -1.79 -5.55 0.000
I 5.80 -2.67 3.14 0.000
C 4.26 -1.89 2.02 0.000
C 4.32 -1.41 0.73 -0.001
N 3.08 -1.01 0.41 0.001
N 2.22 -1.20 1.42 0.009
C 2.92 -1.73 2.41 0.000
H 5.14 -1.34 0.04 0.000
H 2.76 -0.58 -0.44 0.000
H 2.45 -1.96 3.35 0.000
```

The expectation value of S² is 0.91. The calculation puts the strongest force on any atom at 1.14 eV Å⁻¹. For the energy relative to the best compared isomer or geometry (same formula, charge and spin), the calculation gives 0.000 eV. The total charge is +1. The calculation puts the HOMO-LUMO gap (alpha / beta) at 7.03 / 6.24 eV. The molar mass comes out at 885.72 g/mol. Its spin multiplicity is 2.


(2)
ORCA calculation (ωB97M-V with the def2-TZVPD basis set) on a molecular structure, C29H30BrCuN2O3S.

The geometry in XYZ format:
```
67
Properties=species:S:1:pos:R:3:lowdin_spin:R:1
Cu 0.13 -0.08 0.10 0.655
Br -0.46 0.44 -3.31 0.010
C -1.81 0.90 -2.07 0.004
C -3.04 1.36 -2.50 0.001
C -3.95 1.74 -1.53 0.000
C -3.61 1.64 -0.19 0.000
C -2.36 1.15 0.14 0.000
N -1.48 0.78 -0.80 0.016
C -1.93 0.96 1.59 0.005
O -2.68 1.33 2.47 0.009
O -0.78 0.37 1.73 0.089
H -3.26 1.44 -3.56 0.000
H -4.93 2.10 -1.82 0.000
H -4.28 1.93 0.61 0.000
C 1.51 -3.66 2.07 0.000
N 1.37 -2.81 3.28 0.000
C 0.28 -3.28 4.18 0.000
C 1.14 -1.35 2.91 0.001
C 2.25 -0.84 2.03 0.013
C 3.56 -0.86 2.51 0.004
C 4.60 -0.40 1.73 -0.004
C 4.33 0.13 0.48 0.008
C 3.02 0.18 0.02 0.032
C 1.95 -0.32 0.77 0.127
H 1.56 -4.71 2.38 0.000
H 2.40 -3.37 1.53 0.000
H 0.64 -3.47 1.44 0.000
H 2.25 -2.85 3.80 0.000
H -0.67 -3.10 3.68 0.000
H 0.31 -2.72 5.11 0.000
H 0.41 -4.34 4.38 0.000
H 1.07 -0.80 3.85 0.000
H 0.18 -1.32 2.42 0.000
H 3.77 -1.22 3.52 0.001
H 5.62 -0.42 2.11 0.000
H 5.14 0.51 -0.14 0.001
H 2.84 0.61 -0.96 0.007
O -0.71 -2.18 -0.16 0.018
S -1.02 -3.23 -1.22 0.002
C -1.69 -4.65 -0.33 0.001
C -2.05 -5.74 -1.31 0.000
C -3.38 -6.13 -1.44 0.000
C -3.73 -7.11 -2.36 0.000
C -2.76 -7.71 -3.15 0.000
C -1.43 -7.32 -3.02 0.000
C -1.08 -6.35 -2.11 0.000
C -2.52 -2.74 -2.08 0.000
C -3.78 -2.50 -1.28 0.000
C -3.78 -1.88 -0.03 0.000
C -4.97 -1.68 0.65 0.000
C -6.18 -2.07 0.09 0.000
C -6.19 -2.68 -1.16 0.000
C -4.99 -2.89 -1.84 0.000
H -2.55 -4.32 0.24 0.000
H -0.90 -4.94 0.36 0.000
H -4.14 -5.66 -0.83 0.000
H -4.77 -7.41 -2.45 0.000
H -3.04 -8.47 -3.86 0.000
H -0.67 -7.79 -3.64 0.000
H -0.04 -6.05 -2.01 0.000
H -2.67 -3.55 -2.80 0.000
H -2.22 -1.86 -2.65 0.000
H -2.84 -1.57 0.42 0.000
H -4.95 -1.20 1.62 0.000
H -7.11 -1.91 0.62 0.000
H -7.12 -2.99 -1.61 0.000
H -5.01 -3.37 -2.81 0.000
```

The expectation value of S² is 0.75. The calculation puts the strongest force on any atom at 0.70 eV Å⁻¹. For the energy relative to the best compared isomer or geometry (same formula, charge and spin), the calculation gives 0.070 eV. The total charge is +1. The calculation puts the HOMO-LUMO gap (alpha / beta) at 9.02 / 8.14 eV. The molar mass comes out at 630.09 g/mol. Its spin multiplicity is 2.